A 10-piece molecular cluster, C48H108F8N10O16S8 overall at a distorted geometry. Source: the Open Molecules 2025 dataset; level of theory: the ωB97M-V functional and the def2-TZVPD basis.

Properties
relative energy (zero: lowest compared OMol25 entry of this formula, charge and spin)	881.19	kJ/mol
HOMO energy	-0.317	Eh
frontier orbital gap	5.1	eV
lowest unoccupied orbital energy	-3.50	eV
total charge	+2
E_tot	-207574.4753	eV

Each line ends with the Löwdin charge.
CARTESIAN COORDINATES (ANGSTROEM)
C  -5.56642  -12.27308  4.07513  -0.06
C  -5.72508  -10.76800  3.66662  -0.20
C  -6.20111  -9.80086  4.81960  -0.09
N  -5.78658  -8.25569  4.70783  -0.25
C  -6.76839  -7.53937  5.65809  0.01
C  -4.26829  -8.02868  5.03892  -0.05
C  -3.99452  -6.64127  4.40068  -0.10
C  -4.99277  -6.49835  3.15104  -0.11
C  -6.03309  -7.59142  3.32140  -0.09
H  -4.61899  -12.76715  3.85983  0.08
H  -6.43753  -12.79554  3.67978  0.08
H  -5.54158  -12.26874  5.16484  0.07
H  -6.41414  -10.59008  2.84101  0.11
H  -4.73546  -10.36846  3.44501  0.09
H  -5.84156  -9.92893  5.84059  0.12
H  -7.27074  -9.92143  4.99120  0.13
H  -6.36543  -6.58341  5.99255  0.12
H  -6.97399  -8.25179  6.45701  0.09
H  -7.81820  -7.51383  5.36596  0.11
H  -4.21761  -8.19472  6.11501  0.13
H  -3.83295  -8.92535  4.59782  0.12
H  -4.14628  -5.82077  5.10199  0.11
H  -2.98041  -6.54119  4.01381  0.11
H  -5.40982  -5.49412  3.07563  0.12
H  -4.49211  -6.77178  2.22223  0.11
H  -7.10356  -7.38786  3.34932  0.13
H  -5.64535  -8.41563  2.72270  0.11
C  1.70973  -8.30641  -11.73178  -0.09
C  1.93017  -7.21585  -10.69913  -0.22
C  3.39952  -7.35957  -10.14691  -0.12
N  3.92678  -6.41543  -9.04312  -0.24
C  5.52050  -6.60302  -8.99252  0.09
C  3.26155  -7.01772  -7.82784  -0.15
C  3.59773  -6.01395  -6.72936  -0.14
C  3.78150  -4.65931  -7.46761  -0.12
C  3.49281  -4.92776  -9.00101  -0.04
H  2.50075  -8.45905  -12.46600  0.09
H  0.76798  -8.16749  -12.26274  0.08
H  1.47587  -9.25629  -11.25101  0.08
H  1.17416  -7.13523  -9.91806  0.11
H  1.93237  -6.22640  -11.15641  0.10
H  4.04443  -6.99345  -10.94575  0.12
H  3.57549  -8.38024  -9.80725  0.14
H  5.63684  -7.55360  -8.47198  0.11
H  6.01234  -5.86188  -8.36253  0.10
H  5.92229  -6.63009  -10.00541  0.10
H  3.54930  -8.01943  -7.50870  0.14
H  2.18147  -6.96438  -7.96451  0.13
H  4.49452  -6.40411  -6.24806  0.11
H  2.90646  -6.17380  -5.90190  0.12
H  4.71077  -4.09965  -7.36107  0.11
H  3.11380  -3.91334  -7.03658  0.11
H  4.16101  -4.38440  -9.66910  0.13
H  2.44189  -4.79706  -9.25908  0.13
C  8.35136  -1.25339  8.86770  -0.10
C  7.57424  -2.32701  8.11621  -0.20
C  7.78274  -2.16428  6.52648  -0.12
N  7.38941  -3.36527  5.71119  -0.22
C  5.85001  -3.65635  5.89932  0.06
C  8.21518  -4.61019  5.81272  -0.12
C  8.27455  -5.27654  4.48357  -0.17
C  7.79822  -4.24171  3.51081  -0.17
C  7.62363  -2.94474  4.20487  -0.07
H  9.40161  -1.35337  9.14170  0.08
H  7.95323  -1.01363  9.85365  0.08
H  8.30686  -0.38898  8.20520  0.08
H  6.50684  -2.34793  8.33604  0.10
H  8.03346  -3.27083  8.41019  0.10
H  8.79056  -1.81848  6.29667  0.13
H  7.18224  -1.33500  6.15256  0.13
H  5.63156  -4.13365  6.85460  0.11
H  5.39992  -4.04205  4.98457  0.11
H  5.33551  -2.69680  5.95070  0.10
H  7.88138  -5.21392  6.65663  0.14
H  9.27223  -4.34708  5.85198  0.15
H  7.51322  -6.05654  4.47441  0.12
H  9.17555  -5.83014  4.21927  0.13
H  6.88544  -4.56731  3.01187  0.12
H  8.55465  -4.17341  2.72899  0.13
H  6.74520  -2.34835  3.95835  0.14
H  8.38788  -2.17131  4.12838  0.14
C  -7.32023  3.46110  -2.51195  -0.10
C  -7.21762  2.63193  -3.80948  -0.19
C  -6.08578  1.45114  -3.82210  -0.02
N  -6.47377  0.01596  -3.15401  -0.20
C  -7.19561  0.11182  -1.78877  0.03
C  -7.44530  -0.86890  -4.03213  -0.08
C  -6.75202  -2.21200  -4.16290  -0.18
C  -5.31792  -1.85997  -4.09046  -0.17
C  -5.23301  -0.84202  -2.96820  -0.11
H  -7.95137  4.31668  -2.75228  0.08
H  -6.38389  3.91248  -2.18388  0.09
H  -7.85746  2.99174  -1.68782  0.07
H  -6.96697  3.26378  -4.66156  0.10
H  -8.20382  2.25637  -4.08238  0.10
H  -5.10401  1.78352  -3.48485  0.12
H  -6.00233  1.22358  -4.88482  0.10
H  -8.13563  0.66160  -1.83579  0.10
H  -6.40249  0.60724  -1.22875  0.12
H  -7.47098  -0.85404  -1.36524  0.11
H  -8.36443  -1.12647  -3.50584  0.13
H  -7.47363  -0.34193  -4.98586  0.13
H  -7.23218  -2.94940  -3.51965  0.13
H  -7.00666  -2.54108  -5.17036  0.12
H  -4.63055  -2.65092  -3.79039  0.13
H  -4.91370  -1.45113  -5.01649  0.13
H  -5.00156  -1.22367  -1.97378  0.15
H  -4.39132  -0.21409  -3.26037  0.12
C  1.51412  9.24410  -8.63056  -0.08
C  1.34755  7.92344  -7.85766  -0.22
C  0.72580  6.91517  -8.82971  -0.13
N  0.90845  5.49438  -8.38813  -0.26
C  0.52933  5.16552  -6.90585  0.08
C  2.32590  4.98511  -8.67771  -0.08
C  2.34286  3.54140  -9.31132  -0.18
C  0.97150  3.16929  -9.37189  -0.18
C  0.15603  4.50870  -9.30610  -0.06
H  1.88324  9.09749  -9.64562  0.07
H  2.23276  9.85563  -8.08494  0.09
H  0.57008  9.78672  -8.68016  0.09
H  0.85032  8.30180  -6.96450  0.13
H  2.23458  7.48550  -7.39995  0.11
H  1.17469  6.78099  -9.81388  0.13
H  -0.35580  7.05004  -8.83678  0.15
H  -0.55391  5.28656  -6.90671  0.11
H  1.06335  5.78784  -6.18777  0.11
H  0.76769  4.10344  -6.84856  0.10
H  2.93094  4.92182  -7.77327  0.13
H  2.95963  5.65625  -9.25743  0.14
H  2.91005  2.86485  -8.67204  0.13
H  2.85928  3.56187  -10.27100  0.13
H  0.81325  2.56246  -8.48036  0.11
H  0.79496  2.46226  -10.18246  0.13
H  -0.85434  4.42893  -8.90498  0.13
H  0.17436  5.06429  -10.24370  0.13
C  -0.08320  3.43374  8.86487  -0.11
C  0.34254  4.88203  8.99734  -0.22
C  -0.66653  5.85689  8.32090  -0.08
N  -1.59711  6.69810  9.26904  -0.26
C  -2.46386  5.63291  10.02847  0.08
C  -0.87700  7.71666  10.17264  -0.06
C  -2.04022  8.74034  10.51216  -0.14
C  -3.07922  8.59077  9.40001  -0.15
C  -2.45186  7.59324  8.35559  -0.06
H  -0.12937  3.05440  7.84405  0.09
H  -1.09051  3.25910  9.24292  0.07
H  0.58266  2.75791  9.40151  0.08
H  1.35178  4.97224  8.59560  0.12
H  0.53047  5.17469  10.03037  0.10
H  -1.27899  5.34235  7.58048  0.14
H  -0.12411  6.68674  7.86787  0.13
H  -3.17813  6.13265  10.68283  0.11
H  -1.64930  5.10789  10.52739  0.09
H  -2.81242  5.02270  9.19526  0.11
H  -0.58440  7.16258  11.06454  0.12
H  -0.04762  8.34725  9.85236  0.14
H  -2.60809  8.46822  11.40188  0.11
H  -1.67728  9.76786  10.48794  0.12
H  -3.91768  8.17934  9.96199  0.10
H  -3.53782  9.50466  9.02238  0.12
H  -3.07606  6.91873  7.76950  0.14
H  -1.83396  8.19173  7.68619  0.14
N  7.89799  3.11810  -1.07181  -0.25
S  8.73532  3.40926  -2.48958  0.54
O  9.73286  2.43812  -2.86534  -0.29
O  8.86923  4.77691  -2.94292  -0.28
F  7.42853  2.85428  -3.28910  -0.26
S  9.11769  3.47847  -0.27694  0.41
O  9.35630  4.90701  -0.18113  -0.29
O  10.23275  2.49043  -0.13639  -0.34
F  8.34430  3.24890  1.11473  -0.24
N  -5.50081  3.21606  4.99277  -0.25
S  -7.03355  3.78727  4.92292  0.49
O  -7.80664  3.94266  6.17305  -0.31
O  -7.84421  3.42175  3.82804  -0.27
F  -6.64837  5.29974  4.61306  -0.20
S  -5.97586  1.89697  5.54471  0.42
O  -6.62518  0.92515  4.60371  -0.34
O  -6.37603  1.80679  6.92835  -0.31
F  -4.54574  1.16631  5.66907  -0.23
N  -0.08906  1.38503  -0.83130  -0.32
S  0.78775  -0.02906  -0.62094  0.58
O  0.36805  -1.26037  -1.30518  -0.34
O  1.48291  -0.13666  0.62497  -0.30
F  2.09737  0.37758  -1.51591  -0.23
S  -0.79565  1.57461  0.48772  0.54
O  0.03838  2.31838  1.50273  -0.33
O  -1.62833  0.38853  0.90882  -0.37
F  -1.82599  2.75754  -0.01900  -0.24
N  2.00171  10.11420  0.00541  -0.30
S  2.27508  11.65376  -0.60821  0.57
O  2.92803  12.57374  0.35256  -0.31
O  1.29742  12.16797  -1.49444  -0.28
F  3.43466  11.19679  -1.63291  -0.22
S  0.72719  10.31696  0.77858  0.47
O  -0.42383  10.06560  -0.03756  -0.32
O  0.55113  11.45625  1.71688  -0.34
F  0.81273  8.96474  1.78881  -0.26